85
Properties=species:S:1:pos:R:3:mulliken_charge:R:1 method="wB97M-V/def2-TZVPD" e_above_lowest_kcal_mol=64.02 gap_ev="5.3 / 5.2" e_homo_ev="-8.59 / -8.48" charge=+1 s_squared=0.88 molar_mass_g_mol=953.88 spin_multiplicity=2
Ir 0.415 -0.192 2.335 2.38
C 1.119 3.944 5.371 -0.75
S -0.443 3.105 5.757 -0.06
C -0.371 1.754 4.658 0.59
S 1.162 1.012 4.346 -0.43
N -1.522 1.339 4.210 -1.79
N -1.491 0.331 3.359 0.96
C -2.568 -0.253 2.956 -0.98
C -2.426 -1.298 1.987 1.08
C -3.506 -2.036 1.488 -1.00
C -3.274 -3.049 0.585 -0.38
C -1.966 -3.329 0.196 -1.07
C -0.950 -2.554 0.720 -0.37
N -1.175 -1.560 1.571 0.05
H 1.089 4.888 5.912 0.37
H 1.169 4.120 4.299 0.21
H 1.961 3.344 5.701 0.27
H -3.534 0.038 3.353 0.38
H -4.505 -1.801 1.830 0.48
H -4.094 -3.632 0.187 0.43
H -1.742 -4.132 -0.492 0.49
H 0.086 -2.737 0.459 0.66
F 0.030 -2.675 -4.081 -0.36
C 0.124 -1.352 -3.805 0.11
C 0.295 -0.973 -2.502 -0.48
C 0.428 0.373 -2.162 0.70
C 0.649 0.745 -0.763 1.35
O 0.824 -0.152 0.077 -0.99
C 0.679 2.154 -0.514 -0.22
C 0.632 3.024 -1.553 -0.39
N 0.489 2.670 -2.859 0.30
C 0.545 3.673 -3.892 -0.28
C -0.073 5.014 -3.662 -1.01
C -0.709 4.061 -4.628 -0.43
C 0.366 1.336 -3.185 -0.34
C 0.180 0.924 -4.506 -0.46
C 0.063 -0.420 -4.843 -1.30
N -0.147 -0.753 -6.208 0.28
C 0.813 -0.278 -7.195 -0.67
C 0.018 0.149 -8.450 -0.75
N -1.313 -0.527 -8.372 -0.13
C -1.136 -1.976 -8.050 -0.67
C -0.656 -2.067 -6.582 -0.77
C 0.745 2.778 0.877 -0.20
O 1.133 3.944 0.941 -0.78
O 0.333 2.070 1.845 -0.63
H 0.354 -1.715 -1.717 0.55
H 0.726 4.078 -1.336 0.82
H 1.467 3.641 -4.464 0.44
H 0.444 5.881 -4.043 0.26
H -0.589 5.185 -2.728 0.34
H -0.642 4.268 -5.688 0.30
H -1.634 3.590 -4.320 0.23
H 0.110 1.665 -5.290 0.83
H 1.529 -1.068 -7.453 0.32
H 1.377 0.561 -6.802 0.49
H 0.515 -0.161 -9.367 0.37
H -0.147 1.224 -8.482 0.43
H -1.858 -0.381 -9.220 0.32
H -1.798 -0.115 -7.570 0.37
H -0.403 -2.382 -8.744 0.33
H -2.077 -2.500 -8.194 0.36
H 0.093 -2.859 -6.500 0.47
H -1.486 -2.321 -5.926 0.50
C 0.827 0.075 9.279 -1.60
C 0.836 -0.803 8.063 0.97
C 2.040 -1.315 7.576 -0.82
C 2.073 -2.090 6.434 -0.66
C 0.879 -2.341 5.774 0.43
C -0.338 -1.884 6.252 -0.43
C -0.350 -1.122 7.407 -0.66
S 0.902 -3.262 4.289 1.37
O 1.750 -4.401 4.379 -0.68
O -0.409 -3.399 3.759 -0.64
O 1.711 -2.254 3.173 -0.35
H 1.622 0.819 9.217 0.37
H 1.002 -0.520 10.178 0.35
H -0.125 0.589 9.387 0.37
H 2.964 -1.092 8.094 0.41
H 3.000 -2.500 6.055 0.50
H -1.244 -2.127 5.716 0.48
H -1.291 -0.744 7.786 0.35
F 3.933 -2.774 3.767 -0.19
B 3.028 -2.391 2.878 0.49
F 3.466 -2.095 1.665 -0.23